1.
This record from OMol25 describes 2 unconnected molecules or ions with the total composition C24H48FN2O8PS. The level of theory is ωB97M-V/def2-TZVPD.

As for the total charge: 0. As for the lowest unoccupied orbital energy: -1.7 eV. The calculation puts the energy relative to the best compared isomer or geometry (same formula, charge and spin) at 12.0557 eV. The calculation puts the gap between HOMO and LUMO at 0.20069 Eh.

Last column: Löwdin charge in e.
Positions of all 85 atoms, in Å:
C: 5.944 -0.041 0.564  -0.112
C: 5.134 -0.089 2.024  -0.246
O: 4.046 -1.082 1.985  -0.222
C: 2.798 -0.484 1.412  -0.166
C: 1.648 -1.667 1.342  -0.154
O: 0.394 -1.261 0.694  -0.278
C: -0.439 -0.496 1.622  -0.315
P: -2.235 -0.069 0.989  0.456
C: -2.169 1.719 1.624  -0.333
C: -2.480 3.026 0.782  -0.237
F: -3.712 3.233 0.025  -0.125
C: -2.758 -0.466 2.774  -0.352
C: -2.957 -1.913 3.397  -0.251
C: -4.543 -2.444 3.279  -0.188
C: -4.711 -4.050 3.553  -0.268
O: -3.884 -4.923 2.709  -0.143
C: -2.416 -1.885 0.482  -0.262
C: -2.097 -2.586 -0.867  -0.241
O: -2.631 -3.995 -0.781  -0.152
C: -1.931 -4.662 -1.889  -0.157
O: -2.578 -4.870 -3.069  -0.062
C: -4.072 0.161 0.357  -0.184
C: -4.684 -0.361 -1.067  -0.015
C: -6.255 -0.107 -1.397  -0.114
N: -7.317 0.556 -0.572  -0.055
C: -6.832 1.102 0.732  -0.123
C: -5.279 0.935 1.197  -0.046
S: -1.332 0.625 -0.814  0.672
C: 0.278 1.659 -0.546  -0.196
O: -2.274 1.424 -1.802  -0.432
O: -0.697 -0.321 -1.827  -0.463
H: 5.153 0.095 -0.299  0.039
H: 6.437 -1.102 0.423  0.089
H: 6.782 0.781 0.564  0.080
H: 4.780 0.991 2.372  0.130
H: 5.952 -0.423 2.819  0.133
H: 2.447 0.416 2.076  0.129
H: 3.074 -0.062 0.340  0.105
H: 2.115 -2.522 0.654  0.147
H: 1.531 -2.143 2.404  0.141
H: 0.193 0.430 1.920  0.079
H: -0.457 -1.175 2.604  0.117
H: -2.932 1.833 2.545  0.097
H: -1.155 2.013 2.197  0.114
H: -2.523 3.910 1.599  0.128
H: -1.624 3.455 0.065  0.110
H: -1.971 0.101 3.481  0.106
H: -3.781 0.011 3.147  0.086
H: -2.173 -2.755 3.238  0.100
H: -2.881 -1.738 4.586  0.118
H: -5.161 -1.900 4.146  0.120
H: -5.061 -2.063 2.277  0.111
H: -4.579 -4.220 4.715  0.127
H: -5.856 -4.305 3.331  0.123
H: -4.077 -4.601 1.760  0.111
H: -1.713 -2.553 1.190  0.121
H: -3.555 -2.172 0.720  0.110
H: -2.424 -2.231 -1.911  0.116
H: -0.917 -2.772 -0.973  0.127
H: -0.832 -5.057 -1.710  0.161
H: -4.014 -0.864 -1.861  0.079
H: -6.632 -0.508 -2.458  0.097
H: -7.627 1.667 1.420  0.098
H: -5.044 1.462 2.243  0.081
H: 0.419 2.392 -1.479  0.086
H: 1.215 0.966 -0.417  0.039
H: 0.218 2.343 0.393  0.041
C: 3.887 3.110 -4.014  -0.025
C: 4.531 2.159 -3.015  -0.309
C: 5.905 2.639 -2.523  -0.157
O: 6.889 2.408 -3.540  -0.195
C: 7.225 3.570 -4.297  -0.073
N: 4.740 0.843 -3.694  0.224
H: 4.414 3.127 -4.972  0.084
H: 2.854 2.808 -4.218  0.098
H: 3.863 4.131 -3.618  0.106
H: 3.854 1.988 -2.172  0.156
H: 6.202 2.022 -1.667  0.112
H: 5.886 3.678 -2.176  0.140
H: 7.104 4.495 -3.727  0.098
H: 6.610 3.603 -5.199  0.081
H: 8.272 3.485 -4.605  0.099
H: 3.942 0.542 -4.272  0.187
H: 4.958 0.098 -3.022  0.175
H: 5.575 0.928 -4.301  0.169

2.
This record from OMol25 describes 3 unconnected molecules or ions with the total composition C24H48IN4O7P. The level of theory is ωB97M-V/def2-TZVPD.

As for the total charge: 0. The spin multiplicity is 3. As for the lowest unoccupied orbital energy (spin up / spin down): 0.0 / 0.0 eV. The calculation puts the energy relative to the best compared isomer or geometry (same formula, charge and spin) at 0.0000 eV. The calculation puts the gap between HOMO and LUMO (spin up / spin down) at 0.30605 / 0.33761 Eh.

Last column: Löwdin charge in e.
Positions of all 85 atoms, in Å:
C: -0.191 -6.993 1.066  -0.091
C: -0.966 -6.637 -0.208  -0.226
C: -1.299 -5.142 -0.173  -0.269
N: -2.202 -4.834 -1.269  -0.046
N: -3.054 -3.698 -1.121  -0.175
C: -4.199 -3.920 -0.329  -0.566
O: -5.204 -3.278 -0.482  0.137
O: -4.119 -4.878 0.644  -0.037
C: -5.018 -5.957 0.410  -0.174
C: -4.763 -6.953 1.517  -0.807
O: -3.995 -6.750 2.407  0.031
I: -5.796 -8.848 1.482  0.811
P: -2.173 -2.227 -0.750  0.851
O: -3.275 -1.081 -1.046  -0.251
O: -1.977 -2.142 0.889  -0.268
H: 0.225 -6.111 1.525  0.071
H: 0.589 -7.702 0.837  0.067
H: -0.824 -7.477 1.798  0.068
H: -0.293 -6.781 -1.042  0.107
H: -1.879 -7.212 -0.293  0.099
H: -1.725 -4.951 0.812  0.099
H: -0.356 -4.615 -0.245  0.112
H: -2.738 -5.642 -1.531  0.103
H: -4.814 -6.411 -0.552  0.129
H: -6.022 -5.555 0.447  0.136
H: -3.832 -0.943 -0.271  0.054
H: -2.394 -2.864 1.374  0.054
C: -1.463 4.396 3.124  -0.034
C: -0.416 3.429 2.523  -0.483
C: -0.746 3.157 1.055  -0.129
C: -1.950 2.239 0.858  -0.166
C: -1.789 0.952 1.661  -0.149
C: -1.486 1.197 3.138  -0.490
N: -0.363 2.163 3.319  -0.084
O: 0.740 1.546 3.081  -0.013
C: -2.753 1.703 3.854  -0.035
C: -1.170 -0.133 3.813  -0.044
C: 0.909 4.179 2.601  -0.039
H: -1.162 5.432 2.973  0.081
H: -2.449 4.297 2.672  0.066
H: -1.562 4.252 4.200  0.087
H: 0.122 2.702 0.567  0.112
H: -0.921 4.107 0.545  0.129
H: -2.876 2.752 1.137  0.103
H: -2.050 1.995 -0.202  0.112
H: -2.694 0.350 1.568  0.103
H: -0.984 0.361 1.215  0.117
H: -2.533 1.989 4.883  0.092
H: -3.505 0.914 3.884  0.085
H: -3.227 2.548 3.361  0.059
H: -0.354 -0.662 3.325  0.080
H: -2.044 -0.782 3.770  0.082
H: -0.907 0.011 4.862  0.092
H: 1.186 4.386 3.636  0.095
H: 0.825 5.131 2.080  0.089
H: 1.723 3.631 2.131  0.065
C: 4.743 0.855 -1.927  -0.033
C: 3.651 1.908 -1.621  -0.486
C: 2.312 1.441 -2.193  -0.133
C: 2.226 1.554 -3.714  -0.172
C: 2.595 2.963 -4.175  -0.134
C: 3.945 3.438 -3.637  -0.499
N: 4.049 3.240 -2.163  -0.087
O: 3.379 4.162 -1.563  -0.014
C: 5.085 2.700 -4.363  -0.038
C: 4.142 4.907 -3.993  -0.046
C: 3.550 1.955 -0.102  -0.040
H: 4.786 0.105 -1.139  0.081
H: 4.568 0.313 -2.856  0.066
H: 5.730 1.315 -1.978  0.087
H: 1.503 2.036 -1.754  0.117
H: 2.132 0.408 -1.889  0.127
H: 2.871 0.813 -4.193  0.101
H: 1.209 1.321 -4.037  0.113
H: 2.609 3.002 -5.266  0.124
H: 1.810 3.655 -3.853  0.125
H: 6.051 2.940 -3.919  0.091
H: 5.118 3.003 -5.410  0.086
H: 4.972 1.619 -4.369  0.059
H: 3.330 5.535 -3.630  0.079
H: 4.177 5.021 -5.076  0.086
H: 5.078 5.289 -3.584  0.092
H: 4.486 2.296 0.343  0.098
H: 3.337 0.960 0.287  0.090
H: 2.748 2.602 0.246  0.057

3.
This record from OMol25 describes 3 unconnected molecules or ions with the total composition C24H48N3O8. The level of theory is ωB97M-V/def2-TZVPD.

As for the total charge: +1. As for the lowest unoccupied orbital energy: -4.4 eV. The calculation puts the energy relative to the best compared isomer or geometry (same formula, charge and spin) at 0.2861 eV. The calculation puts the gap between HOMO and LUMO at 0.22521 Eh.

Last column: Löwdin charge in e.
Positions of all 83 atoms, in Å:
C: 6.186 -2.107 0.965  -0.053
C: 5.502 -1.689 -0.336  -0.265
O: 6.418 -0.943 -1.134  -0.142
C: 5.920 -0.618 -2.416  -0.182
C: 5.692 0.914 -2.504  -0.065
C: 4.370 1.236 -1.837  -0.125
C: 3.241 1.061 -2.561  0.044
N: 2.059 1.307 -1.985  0.169
C: 1.917 1.708 -0.740  -0.176
C: 0.526 1.913 -0.191  -0.123
O: -0.379 1.006 -0.786  -0.169
C: -0.017 -0.362 -0.580  -0.062
C: 3.017 1.930 0.025  0.099
C: 4.252 1.691 -0.522  -0.019
C: 5.522 1.866 0.270  -0.442
O: 5.784 1.112 1.187  0.158
O: 6.342 2.866 -0.114  0.145
H: 7.192 -1.686 0.953  0.085
H: 5.682 -1.669 1.826  0.070
H: 6.236 -3.185 1.097  0.075
H: 5.095 -2.540 -0.895  0.120
H: 4.636 -1.059 -0.082  0.100
H: 6.685 -0.909 -3.139  0.133
H: 4.982 -1.146 -2.618  0.121
H: 5.631 1.214 -3.552  0.131
H: 6.504 1.455 -2.027  0.120
H: 3.244 0.720 -3.586  0.165
H: 1.201 1.150 -2.512  0.193
H: 0.520 1.750 0.894  0.123
H: 0.176 2.939 -0.327  0.154
H: -0.871 -0.960 -0.897  0.081
H: 0.833 -0.698 -1.184  0.087
H: 0.169 -0.623 0.468  0.101
H: 2.924 2.285 1.040  0.159
H: 6.851 3.076 0.685  0.150
C: -1.803 -0.163 8.010  -0.106
O: -1.038 0.971 7.639  -0.189
C: 0.155 0.669 6.931  -0.215
C: 0.039 1.038 5.463  -0.215
N: -0.876 0.154 4.751  -0.047
C: -1.270 0.614 3.424  -0.201
C: -1.972 1.972 3.306  -0.235
O: -3.277 1.998 3.839  -0.171
C: -3.360 2.146 5.248  -0.086
H: -2.542 0.163 8.739  0.092
H: -2.338 -0.589 7.155  0.073
H: -1.177 -0.934 8.468  0.090
H: 0.450 -0.376 7.059  0.123
H: 0.940 1.289 7.373  0.123
H: 1.030 0.975 5.000  0.119
H: -0.288 2.084 5.419  0.101
H: -1.711 0.029 5.306  0.067
H: -1.948 -0.141 3.019  0.124
H: -0.384 0.619 2.774  0.091
H: -2.092 2.176 2.236  0.115
H: -1.373 2.800 3.704  0.112
H: -2.571 2.791 5.642  0.091
H: -3.340 1.174 5.745  0.070
H: -4.323 2.603 5.474  0.093
C: -3.707 -0.125 -6.745  -0.116
O: -4.832 -0.131 -5.888  -0.191
C: -5.614 -1.320 -5.955  -0.208
C: -5.439 -2.174 -4.714  -0.211
N: -4.112 -2.776 -4.654  -0.051
C: -3.763 -3.363 -3.362  -0.196
C: -3.765 -2.468 -2.122  -0.212
O: -2.727 -1.497 -2.086  -0.210
C: -2.968 -0.330 -2.857  -0.086
H: -3.335 0.898 -6.793  0.088
H: -2.900 -0.760 -6.361  0.070
H: -3.972 -0.447 -7.755  0.090
H: -5.406 -1.888 -6.866  0.124
H: -6.657 -0.998 -5.998  0.124
H: -6.193 -2.966 -4.717  0.127
H: -5.633 -1.528 -3.848  0.102
H: -3.422 -2.076 -4.884  0.061
H: -2.755 -3.774 -3.467  0.119
H: -4.430 -4.211 -3.177  0.121
H: -3.583 -3.117 -1.262  0.123
H: -4.737 -1.996 -1.943  0.115
H: -4.021 -0.048 -2.859  0.095
H: -2.607 -0.458 -3.881  0.072
H: -2.393 0.484 -2.412  0.074